# 1
The molecule C2H5NO at a distorted geometry. Source: OMol25; level of theory: the ωB97M-V functional and the def2-TZVPD basis.

The SMILES is CNC=O. The value obtained for the frontier orbital gap is 10.40 eV.

Last column: natural (NBO) charge in e.
Geometry (Å):
C -1.122 0.048 0.420  -0.472
N 0.069 0.239 -0.478  -0.629
C 1.287 -0.259 -0.182  0.514
O 1.508 -1.112 0.658  -0.614
H -0.785 -0.209 1.438  0.233
H -1.643 1.027 0.517  0.213
H -1.293 -0.757 -0.303  0.256
H -0.098 0.743 -1.335  0.393
H 2.076 0.279 -0.734  0.106

=====

# 2
A cluster of 13 separate species, C7H38NO12 in total at a distorted geometry. Source: OMol25; level of theory: the ωB97M-V functional and the def2-TZVPD basis.

The value obtained for the frontier orbital gap is 7.91 eV. The charge is +1.

Last column: natural (NBO) charge in e.
Geometry (Å):
C 1.603 0.319 -0.229  -0.224
C 2.660 1.259 -0.849  -0.450
C 3.924 0.448 -0.941  0.058
C 4.674 0.024 0.105  -0.253
C 4.302 0.464 1.419  -0.214
C 4.306 -0.066 2.654  -0.401
C 4.298 -0.082 -2.298  -0.675
N 0.268 0.962 -0.352  -0.687
H 1.704 0.196 0.861  0.219
H 1.702 -0.680 -0.615  0.285
H 2.165 1.468 -1.817  0.200
H 2.804 2.198 -0.237  0.230
H 5.265 -0.841 -0.123  0.223
H 3.815 1.436 1.371  0.180
H 3.833 0.492 3.468  0.216
H 4.609 -1.154 2.624  0.203
H 4.993 0.691 -2.739  0.233
H 4.778 -1.030 -2.525  0.241
H 3.571 -0.039 -3.116  0.222
H 0.035 1.559 0.432  0.445
H -0.455 0.260 -0.369  0.463
H 0.189 1.505 -1.217  0.436
H -2.354 -2.028 -0.627  0.498
H -2.734 -1.333 0.693  0.491
O -1.969 -1.534 0.119  -1.033
H -2.688 1.629 4.390  0.489
H -3.324 2.330 3.147  0.485
O -3.210 1.479 3.589  -0.962
H -0.271 3.048 -3.795  0.491
H -1.298 2.328 -2.903  0.497
O -0.439 2.209 -3.351  -0.970
H -0.935 -3.560 1.119  0.497
H -0.602 -2.360 2.113  0.479
O -0.646 -3.320 2.005  -0.953
H -4.515 -2.794 -1.075  0.476
H -3.787 -3.069 -2.375  0.494
O -3.648 -3.033 -1.422  -0.946
H -4.691 -0.688 1.886  0.490
H -4.175 -2.052 2.357  0.504
O -3.904 -1.241 1.913  -0.961
H -2.970 -0.561 -1.811  0.464
H -1.580 -0.608 -1.941  0.466
O -2.329 -0.696 -2.546  -0.938
H 1.784 -3.010 -0.068  0.472
H 0.762 -2.724 0.916  0.481
O 0.976 -2.483 0.014  -0.964
H -0.041 -0.456 -3.210  0.505
H 0.812 0.882 -3.012  0.498
O 0.544 0.047 -2.637  -0.998
H 1.200 4.062 1.643  0.478
H 1.500 3.803 3.168  0.489
O 1.227 3.399 2.341  -0.964
H -2.287 0.582 2.100  0.504
H -0.956 0.604 2.702  0.477
O -1.365 0.675 1.832  -0.986
H -4.123 1.064 -0.558  0.478
H -4.897 1.243 -2.034  0.499
O -4.394 1.610 -1.302  -0.974

=====

# 3
A structure of composition C4H4ClFOS at a distorted geometry. Source: OMol25; level of theory: the ωB97M-V functional and the def2-TZVPD basis.

The value obtained for the frontier orbital gap is 8.62 eV.

Last column: natural (NBO) charge in e.
Geometry (Å):
C -0.308 -0.007 0.162  0.103
C -1.030 0.765 -0.772  -0.288
C 1.184 0.407 0.248  -0.252
C 0.836 -0.991 -0.288  0.209
H -1.976 -0.338 1.507  0.494
H -0.372 1.082 -1.642  0.216
H 1.184 0.879 -0.720  0.226
H 0.949 -1.827 0.464  0.209
O -0.814 -0.707 1.379  -0.708
F 0.664 -1.561 -1.551  -0.335
S -2.458 1.460 -0.463  0.070
Cl 2.143 0.837 1.676  0.056

=====

# 4
A structure of composition C22H9Cl5CoF5N4O2S2. Source: OMol25; level of theory: the ωB97M-V functional and the def2-TZVPD basis.

The value obtained for the frontier orbital gap (alpha / beta) is 6.94 / 6.94 eV.

Last column: natural (NBO) charge in e.
Geometry (Å):
Co 0.791 -0.230 0.367  0.952
Cl 0.610 2.622 -2.091  0.039
C 0.598 2.811 -0.379  0.027
C 0.663 1.701 0.449  -0.233
C 0.516 1.929 1.801  -0.076
Cl 0.417 0.445 2.740  0.068
C 0.365 3.169 2.386  -0.096
Cl 0.183 3.327 4.080  0.069
C 0.360 4.274 1.540  -0.075
Cl 0.209 5.848 2.204  0.069
C 0.464 4.092 0.159  -0.113
Cl 0.414 5.462 -0.877  0.063
N -4.099 -0.355 -5.752  -0.794
C -3.723 -0.253 -4.438  0.203
C -3.136 0.927 -3.960  -0.272
C -2.769 1.036 -2.635  -0.144
C -2.985 -0.033 -1.774  -0.439
C -3.570 -1.209 -2.225  -0.083
C -3.935 -1.317 -3.550  -0.301
S -2.485 0.109 -0.099  2.350
O -2.199 1.485 0.175  -0.948
O -3.382 -0.615 0.747  -0.919
N -1.019 -0.673 -0.067  -0.857
C -0.870 -1.993 0.174  0.576
N 0.401 -2.203 0.610  -0.567
C 0.831 -3.442 0.782  0.127
C -0.033 -4.505 0.600  -0.355
C -1.325 -4.194 0.201  0.126
N -1.757 -2.960 -0.033  -0.473
H -3.885 0.380 -6.398  0.392
H -4.458 -1.214 -6.120  0.392
H -2.976 1.759 -4.636  0.211
H -2.318 1.941 -2.252  0.246
H -3.731 -2.023 -1.530  0.241
H -4.399 -2.228 -3.913  0.210
H 1.863 -3.571 1.083  0.212
H 0.280 -5.526 0.752  0.235
H -2.053 -4.982 0.042  0.203
F 7.228 0.795 -0.219  -0.279
C 5.965 0.525 -0.540  0.254
C 5.569 0.495 -1.866  0.323
F 6.465 0.735 -2.821  -0.288
C 4.255 0.224 -2.200  0.309
F 3.914 0.199 -3.488  -0.287
C 3.294 -0.038 -1.229  -0.282
S 1.645 -0.424 -1.653  -0.001
C 3.731 0.002 0.076  0.284
F 2.824 -0.248 1.075  -0.308
C 5.030 0.275 0.446  0.288
F 5.380 0.298 1.732  -0.281

=====

Ordered ΔE to the lowest compared entry with this formula, charge and spin results: 41.18; 71.11; 104.81; 0.00; unit kcal/mol.
Ordered energy results: -5691.444; -33927.915; -32330.940; -168510.945; unit eV.